{
  "formula": "H6O3",
  "method": "the ωB97M-V functional and the def2-TZVPD basis",
  "charge": 0,
  "total_energy_ha": -229.30294,
  "homo_lumo_gap_ha": 0.4472,
  "relative_energy_ev": 0.602,
  "smiles": "O.O.O",
  "lumo_ev": 0.8003,
  "symbols": ["O", "H", "H", "O", "H", "H", "O", "H", "H"],
  "positions_angstrom": [[-0.31, -0.61, -0.99], [0.27, -1.25, -1.40], [0.05, -0.49, -0.11], [-4.87, -0.91, -0.23], [-4.95, -1.86, -0.28], [-3.95, -0.73, -0.40], [4.32, 1.78, 0.91], [5.05, 1.36, 1.37], [4.39, 2.71, 1.14]],
  "mulliken_charge": [-0.6356, 0.3166, 0.3215, -0.6433, 0.3149, 0.3259, -0.6408, 0.3202, 0.3206]
}